(1)
The following is a quantum chemistry calculation of an isolated molecule of C34H41N3O3 in a non-equilibrium geometry, from the OMol25 dataset.

Values from the calculation:
spin multiplicity: 1
net charge: 0
gap between HOMO and LUMO: 8.2348 eV
SMILES string: CCOC(=O)[C@@H](c1ccccc1)[C@@H](/C=C/N1[C@H](Cc2ccccc2)C(=O)N(C)C1(C)C)c1ccc(N(C)C)cc1
energy above the lowest of the compared OMol25 structures with the same formula, charge and spin: 0.0 kJ/mol

```
81
Properties=species:S:1:pos:R:3:forces:R:3
C 2.183 -4.013 -1.141 -0.005 -0.443 0.172
C 2.690 -2.695 -1.633 -0.112 0.358 0.204
O 2.379 -1.708 -0.603 0.398 0.165 -0.407
C 2.486 -0.447 -1.046 0.431 0.206 -0.673
O 2.744 -0.200 -2.216 -0.496 -0.038 1.187
C 2.224 0.613 0.034 1.463 -0.732 0.702
C 3.436 1.535 0.205 0.240 0.045 0.029
C 4.454 1.606 -0.744 0.352 0.090 -0.091
C 5.656 2.269 -0.461 -0.297 0.030 0.257
C 5.818 2.923 0.761 -0.094 0.007 -0.101
C 4.747 2.981 1.662 -0.151 -0.188 -0.210
C 3.568 2.284 1.389 0.041 -0.122 -0.081
C 0.918 1.274 -0.323 -1.320 0.707 -1.412
C -0.240 0.399 0.126 -0.686 -0.243 -0.580
C -0.432 -0.901 -0.221 0.273 1.214 -0.053
N -1.289 -1.774 0.392 -0.529 -0.423 -0.047
C -1.585 -3.059 -0.221 0.143 -0.039 0.337
C -2.373 -2.946 -1.539 -0.167 -0.092 -0.104
C -2.483 -4.296 -2.211 -0.152 0.178 -0.160
C -1.376 -4.819 -2.890 -0.344 -0.357 0.179
C -1.404 -6.144 -3.340 -0.142 0.210 -0.005
C -2.557 -6.918 -3.170 -0.008 0.204 0.182
C -3.688 -6.363 -2.557 0.172 0.137 -0.116
C -3.657 -5.049 -2.089 0.406 -0.184 -0.103
C -2.407 -3.751 0.863 0.077 -0.650 0.439
O -2.698 -4.943 0.924 0.155 1.340 -0.146
N -2.733 -2.795 1.789 0.040 -0.719 -0.369
C -3.599 -3.100 2.904 -0.050 0.207 0.352
C -2.220 -1.460 1.495 0.229 0.096 -0.551
C -3.368 -0.560 1.024 -0.170 0.004 0.100
C -1.490 -0.863 2.699 -0.041 -0.246 0.134
C 0.755 2.761 0.057 -0.225 -0.409 0.079
C 1.471 3.756 -0.634 0.148 -0.052 0.352
C 1.312 5.098 -0.315 -0.670 0.068 0.092
C 0.243 5.490 0.524 0.052 -0.907 0.156
N -0.095 6.833 0.664 0.051 1.139 -0.635
C -1.492 7.220 0.642 0.278 -0.321 0.208
C 0.783 7.708 1.413 -0.150 -0.293 0.066
C -0.501 4.503 1.185 0.490 0.226 -0.077
C -0.167 3.164 1.025 -0.042 -0.128 -0.241
H 2.557 -4.803 -1.792 0.001 -0.082 0.039
H 2.523 -4.205 -0.120 -0.005 -0.052 -0.101
H 1.091 -4.067 -1.158 0.202 0.061 0.006
H 3.779 -2.669 -1.768 -0.286 -0.102 -0.109
H 2.199 -2.401 -2.567 0.242 0.001 0.176
H 2.131 0.071 0.998 -0.110 0.269 -0.503
H 4.312 1.137 -1.720 0.192 0.096 0.458
H 6.457 2.251 -1.200 -0.182 0.064 0.232
H 6.772 3.392 1.011 -0.322 -0.040 -0.111
H 4.828 3.564 2.580 0.026 -0.224 -0.227
H 2.727 2.322 2.094 0.429 -0.080 -0.232
H 0.932 1.276 -1.437 -0.087 0.272 0.455
H -1.053 0.900 0.647 0.541 -0.297 0.214
H 0.116 -1.336 -1.071 -0.099 -0.039 0.758
H -0.654 -3.634 -0.369 -0.402 0.215 -0.032
H -3.372 -2.540 -1.299 0.368 -0.103 -0.264
H -1.847 -2.224 -2.184 -0.185 -0.155 0.140
H -0.495 -4.185 -3.049 -0.258 -0.318 0.109
H -0.519 -6.563 -3.821 -0.286 0.066 0.066
H -2.574 -7.957 -3.506 0.007 0.348 0.082
H -4.594 -6.954 -2.427 0.253 0.098 -0.086
H -4.531 -4.604 -1.602 0.330 -0.244 -0.101
H -3.972 -4.124 2.794 0.152 0.280 -0.094
H -3.055 -3.028 3.856 -0.146 -0.025 -0.187
H -4.449 -2.402 2.935 0.156 -0.197 -0.002
H -3.980 -1.085 0.279 0.192 0.182 0.189
H -4.000 -0.313 1.885 0.009 0.075 -0.207
H -2.989 0.366 0.583 -0.119 -0.124 0.099
H -0.738 -1.575 3.059 -0.160 0.157 -0.027
H -0.985 0.064 2.426 -0.115 -0.182 0.152
H -2.213 -0.649 3.495 0.176 -0.072 -0.092
H 2.180 3.479 -1.418 -0.139 -0.010 0.320
H 1.933 5.874 -0.771 -0.298 -0.303 -0.026
H -1.999 6.756 -0.211 0.085 0.061 0.158
H -2.019 6.931 1.562 -0.170 0.163 0.008
H -1.538 8.308 0.535 -0.104 -0.140 0.015
H 1.826 7.425 1.223 -0.220 0.178 0.093
H 0.608 8.742 1.093 0.196 -0.148 0.118
H 0.585 7.633 2.500 0.181 0.129 -0.140
H -1.321 4.781 1.850 0.305 -0.021 -0.132
H -0.671 2.432 1.657 0.058 0.198 -0.280
```
Positions in Å, forces in eV/Å.

***

(2)
The following is a quantum chemistry calculation of a cluster of 4 separate species, C34H42BClFIN3O17P2S in total in a non-equilibrium geometry, from the OMol25 dataset.

Values from the calculation:
spin multiplicity: 1
net charge: +1
gap between HOMO and LUMO: 5.9567 eV

```
103
Properties=species:S:1:pos:R:3:forces:R:3
C -0.763 -1.758 3.888 -0.367 0.662 -0.360
C 0.110 -1.252 2.699 0.267 -0.225 0.103
P -0.229 -2.147 1.097 -0.155 -1.111 0.297
C 1.451 -2.126 0.243 0.129 0.549 0.242
C 2.569 -2.863 1.032 -0.143 0.811 -0.162
C -1.283 -1.100 -0.076 2.053 -0.388 0.556
P -1.118 -1.793 -1.890 -1.051 0.964 -1.290
O 0.277 -1.136 -2.498 -0.406 -1.385 0.888
I -0.893 -4.245 -1.777 0.279 0.442 0.089
O -0.669 0.207 -0.281 -1.004 0.202 0.333
C -1.560 1.272 0.044 0.593 0.097 -0.840
C -1.390 1.950 1.415 -0.261 0.042 0.490
C -0.103 2.812 1.544 0.210 -0.538 0.488
C 1.188 2.152 1.001 0.160 0.272 0.173
C 2.477 2.582 1.764 -0.261 0.175 -1.205
N 3.563 2.640 0.789 0.512 0.207 0.314
C 4.439 3.678 0.654 0.594 1.427 0.263
C 5.318 3.460 -0.371 -0.399 -1.193 -0.409
C 4.965 2.158 -0.903 0.342 0.984 0.202
C 3.910 1.717 -0.156 -0.229 -1.260 -0.733
B -1.547 2.472 -1.096 -0.070 0.265 -1.298
C -2.253 3.874 -0.918 -0.168 -0.371 0.322
O -0.899 2.172 -2.279 0.387 -0.170 1.105
N -2.893 0.580 -0.147 -2.482 0.437 0.894
N -3.511 0.886 -1.391 -0.049 -0.062 -0.856
C -2.785 -0.869 0.268 1.881 0.117 1.246
Cl -3.223 -0.759 2.031 0.674 -0.470 -0.338
S -4.102 -2.001 -0.374 -2.622 -0.082 -1.060
O -4.253 -1.919 -1.780 1.265 -0.216 -0.288
O -5.281 -1.704 0.353 0.311 0.059 0.843
F -3.664 -3.447 0.006 0.527 1.121 0.120
H -0.173 -2.333 4.608 -0.163 0.116 -0.220
H -1.611 -2.365 3.538 0.393 -0.027 0.190
H -1.209 -0.889 4.398 0.215 -0.373 0.032
H 0.116 -0.159 2.586 -0.114 -0.289 0.070
H 1.149 -1.529 2.946 -0.269 0.134 -0.372
H 1.408 -2.587 -0.749 -0.343 0.111 0.306
H 1.743 -1.071 0.099 -0.069 -0.366 -0.091
H 2.912 -2.226 1.860 -0.091 -0.363 -0.101
H 3.428 -2.971 0.354 -0.252 -0.140 0.242
H 2.236 -3.823 1.422 0.242 0.152 -0.162
H 0.803 -1.902 -2.791 0.339 0.462 -0.081
H -2.249 2.638 1.530 0.213 -0.302 -0.073
H -1.439 1.271 2.277 0.082 -0.091 -0.456
H 0.046 2.990 2.623 -0.244 -0.030 -0.333
H -0.264 3.805 1.103 0.205 -0.316 0.003
H 1.312 2.458 -0.051 0.068 -0.284 0.302
H 1.157 1.054 1.024 -0.284 0.349 -0.093
H 2.727 1.883 2.575 -0.189 0.288 -0.091
H 2.359 3.608 2.140 0.089 -0.379 0.142
H 4.428 4.566 1.287 -0.339 -0.451 -0.014
H 6.102 4.123 -0.718 -0.210 -0.148 0.176
H 5.423 1.636 -1.739 -0.110 0.165 0.384
H 3.407 0.764 -0.316 -0.136 0.388 0.400
H -3.174 3.731 -0.327 0.322 0.349 -0.075
H -2.533 4.295 -1.894 0.169 -0.231 0.240
H -1.607 4.614 -0.419 -0.252 -0.183 -0.033
H -0.068 2.659 -2.373 -0.225 0.038 -0.519
H -3.515 1.000 0.571 -0.110 0.205 -0.522
H -4.512 0.706 -1.302 0.109 0.247 0.146
H -3.186 0.251 -2.126 0.366 0.076 0.227
C 6.716 0.499 -6.637 0.032 0.106 -0.142
C 6.646 0.276 -5.320 -0.206 -0.384 -0.357
C 7.203 1.250 -4.326 0.313 0.493 0.073
O 7.092 1.001 -3.138 -0.139 -0.317 -0.133
C 7.856 2.448 -4.829 -0.087 -0.136 0.187
C 7.930 2.672 -6.148 0.256 0.409 0.361
C 7.349 1.711 -7.143 -0.245 -0.477 -0.122
O 7.429 1.974 -8.326 0.157 0.274 0.078
O 8.521 3.755 -6.649 -0.246 -0.385 -0.274
O 6.077 -0.822 -4.814 0.149 0.352 0.275
H 6.316 -0.195 -7.363 0.000 -0.005 0.016
H 8.269 3.134 -4.102 0.007 0.013 -0.025
H 8.438 3.679 -7.619 0.040 0.072 -0.011
H 6.159 -0.737 -3.845 0.016 -0.041 0.007
C 1.381 -6.663 3.666 -0.042 0.267 -0.125
C 1.002 -7.909 3.988 0.557 0.142 0.171
C -0.360 -8.434 3.630 -0.529 0.085 -0.231
O -0.644 -9.575 3.929 0.305 -0.032 0.148
C -1.281 -7.537 2.940 0.039 -0.169 0.065
C -0.900 -6.295 2.624 -0.629 -0.114 -0.198
C 0.468 -5.785 2.960 0.373 -0.219 0.261
O 0.752 -4.646 2.625 -0.225 -0.033 0.202
O -1.711 -5.437 1.991 0.552 0.085 0.197
O 1.804 -8.746 4.637 -0.514 -0.088 -0.182
H 2.358 -6.274 3.916 0.006 -0.044 0.012
H -2.264 -7.919 2.701 0.004 0.010 -0.007
H -1.196 -4.609 1.876 -0.063 0.070 -0.137
H 1.297 -9.574 4.744 0.077 -0.047 0.040
C -6.581 4.146 -0.083 0.346 -0.249 0.086
C -7.853 4.579 -0.034 0.351 0.419 -0.350
C -8.912 3.821 0.714 -0.214 -0.490 0.346
O -10.038 4.266 0.743 0.114 0.270 -0.211
C -8.527 2.575 1.370 -0.101 0.120 -0.045
C -7.261 2.148 1.314 -0.266 -0.328 0.262
C -6.203 2.925 0.587 -0.123 0.496 -0.248
O -5.047 2.500 0.579 0.074 -0.594 0.180
O -6.878 1.008 1.903 0.270 0.378 -0.286
O -8.238 5.691 -0.637 -0.293 -0.383 0.317
H -5.809 4.684 -0.616 -0.042 0.043 -0.003
H -9.299 2.027 1.891 0.026 -0.012 0.011
H -5.927 0.916 1.725 -0.024 -0.135 0.095
H -9.194 5.782 -0.449 -0.008 0.110 -0.056
```
Positions in Å, forces in eV/Å.